(1)
DFT (the ωB97M-V functional and the def2-TZVPD basis) results for a 11-piece molecular cluster, C36H42F16N14O32S16 overall at a distorted geometry.

Results
charge = -1
LUMO (spin up / spin down) = -0.0940 / -0.1785 hartree
HOMO-LUMO gap (spin up / spin down) = 5.0 / 2.7 eV
DFT total energy = -12539.478723 Ha
2S+1 = 2
strongest force on any atom = 14.3 eV/Å

Last column: Löwdin spin population.
CARTESIAN COORDINATES (ANGSTROEM)
C 16.09932 11.59975 -12.72410  0.000
N 15.46746 12.17442 -13.96750  0.000
C 15.35506 13.51140 -14.13949  0.000
C 14.79343 13.97394 -15.34690  0.000
C 14.28186 13.09265 -16.28671  0.000
C 14.42817 11.72282 -16.11183  0.000
C 15.05260 11.27826 -14.90964  0.000
C 13.54347 13.63902 -17.45506  0.000
C 13.44684 12.87921 -18.60611  0.000
C 12.61452 13.17335 -19.66372  0.000
N 11.90669 14.30873 -19.60568  0.000
C 11.95827 15.15735 -18.51894  0.000
C 12.73217 14.79687 -17.40463  0.000
C 11.10562 14.67061 -20.80716  0.000
H 17.03065 11.10847 -13.00584  0.000
H 15.39719 10.87546 -12.31116  0.000
H 16.31279 12.44707 -12.07250  0.000
H 15.82985 14.15658 -13.41512  0.000
H 14.63087 15.04069 -15.39187  0.000
H 14.10774 10.89786 -16.73083  0.000
H 14.97324 10.27205 -14.52539  0.000
H 14.08490 12.01597 -18.72485  0.000
H 12.44675 12.54702 -20.52742  0.000
H 11.39567 16.07916 -18.50708  0.000
H 12.59179 15.41620 -16.53107  0.000
H 10.96892 13.74203 -21.36138  0.000
H 11.65014 15.44646 -21.34535  0.000
H 10.17727 15.13888 -20.48007  0.000
C 24.59121 9.77911 -7.93063  0.000
N 24.41288 10.45975 -9.23414  0.000
C 23.67127 11.64193 -9.24286  0.000
C 23.46949 12.32615 -10.45759  0.000
C 24.22499 11.93516 -11.61430  0.000
C 25.00837 10.75268 -11.51446  0.000
C 25.13470 10.04857 -10.30375  0.000
C 24.25069 12.82916 -12.85048  0.000
C 23.19651 13.67066 -13.13446  0.000
C 23.30196 14.71814 -14.06709  0.000
N 24.45742 14.80480 -14.82001  0.000
C 25.46441 13.92768 -14.64277  0.000
C 25.39439 12.91648 -13.64578  0.000
C 24.50802 15.92163 -15.74728  0.000
H 24.18639 10.33248 -7.08327  0.000
H 25.67210 9.83953 -7.80365  0.000
H 24.23894 8.74760 -7.92908  0.000
H 23.13712 11.81446 -8.32019  0.000
H 22.75167 13.13123 -10.51223  0.000
H 25.49378 10.30865 -12.37097  0.000
H 25.68103 9.13411 -10.12573  0.000
H 22.23377 13.66686 -12.64505  0.000
H 22.59655 15.53401 -14.12323  0.000
H 26.35431 14.06054 -15.24013  0.000
H 26.18767 12.28833 -13.26824  0.000
H 24.74143 16.81468 -15.16754  0.000
H 23.60207 16.13862 -16.31321  0.000
H 25.34016 15.77848 -16.43659  0.000
C 21.58731 8.47206 -10.58560  0.000
N 21.15373 9.29317 -11.78421  0.000
C 20.35082 10.35895 -11.53584  0.000
C 19.80206 11.03245 -12.69022  0.000
C 19.95879 10.54436 -13.99733  0.000
C 20.87569 9.52454 -14.10996  0.000
C 21.32035 8.82906 -13.04819  0.000
C 19.34792 11.13524 -15.24646  0.000
C 19.43066 12.56134 -15.38546  0.000
C 18.74317 13.14727 -16.47997  0.000
N 17.97546 12.27675 -17.29302  0.000
C 17.92953 10.94248 -17.19454  0.000
C 18.67130 10.36269 -16.18270  0.000
C 17.29405 12.89205 -18.43232  0.000
H 21.79449 9.09630 -9.71640  0.000
H 22.52432 7.95004 -10.77950  0.000
H 20.68440 7.87394 -10.46266  0.000
H 20.17841 10.62487 -10.50338  0.000
H 19.11233 11.84541 -12.51767  0.000
H 21.02576 8.98733 -15.03477  0.000
H 21.80070 7.87017 -13.17555  0.000
H 19.93410 13.22026 -14.69354  0.000
H 18.75081 14.21048 -16.66951  0.000
H 17.40491 10.32926 -17.91228  0.000
H 18.63205 9.29206 -16.04631  0.000
H 16.56862 13.56792 -17.97949  0.000
H 16.84561 12.14705 -19.08957  0.000
H 17.94938 13.42290 -19.12285  0.000
N 25.91286 5.89224 -13.90430  0.000
S 25.55538 7.10712 -12.80081  0.000
O 24.18793 7.56877 -12.63057  0.000
O 26.59331 8.04924 -12.51183  0.000
F 25.64608 6.06880 -11.57609  0.000
S 25.67059 6.74566 -15.05554  0.000
O 26.68740 7.78234 -15.32814  0.000
O 24.27882 6.99094 -15.43758  0.001
F 26.01721 5.55011 -16.11036  0.000
N 20.42296 10.84101 -8.23611  0.000
S 20.03378 12.29004 -7.42612  0.000
O 20.52797 12.41193 -6.04752  0.000
O 18.69632 12.85037 -7.75506  0.000
F 21.10642 13.16700 -8.28255  0.000
S 19.54541 9.94748 -7.37872  0.000
O 18.09750 10.22363 -7.39222  0.000
O 20.16916 9.53452 -6.11597  0.000
F 19.67229 8.64082 -8.34840  0.000
N 16.79414 6.03778 -12.93850  0.000
S 17.77764 6.40588 -13.90300  0.000
O 19.22144 6.40889 -13.51322  0.000
O 17.46367 7.40193 -14.91447  0.000
F 17.59848 5.11964 -14.83792  0.000
S 16.77827 7.54060 -12.14650  0.000
O 15.90015 8.59112 -12.64924  0.000
O 17.96370 8.01067 -11.44246  0.000
F 15.98998 6.99422 -10.88482  0.000
N 15.29150 9.79240 -19.08664  0.000
S 14.43154 8.67644 -18.71734  0.000
O 14.58006 7.31206 -19.30965  0.000
O 13.07158 9.14042 -18.40246  0.000
F 15.03879 8.32712 -17.19644  0.000
S 15.03474 9.63939 -20.77984  0.000
O 13.71947 9.88384 -21.37499  0.000
O 15.97161 8.80596 -21.51718  0.000
F 15.67896 11.06196 -21.19482  0.000
N 18.15011 14.14368 -12.67687  0.000
S 18.78926 15.40987 -13.12412  0.000
O 20.15454 15.33691 -13.60155  0.000
O 18.43545 16.66482 -12.47107  0.000
F 17.88722 15.69594 -14.43559  0.000
S 18.90489 14.19038 -11.14760  0.000
O 18.55055 15.26557 -10.20806  0.000
O 20.18839 13.53116 -11.06986  0.000
F 18.04909 12.99076 -10.48704  0.000
N 19.37166 16.19280 -17.58608  0.000
S 19.90921 17.35710 -16.81420  0.000
O 19.30421 17.70443 -15.53945  0.000
O 20.42757 18.42986 -17.61146  0.000
F 21.26590 16.64392 -16.29271  0.000
S 17.82642 16.81775 -17.71057  0.000
O 17.65109 18.21043 -18.05233  0.000
O 16.75765 16.17766 -16.94874  0.000
F 17.58820 16.20086 -19.24766  0.000
N 20.97361 6.95135 -19.44471  0.477
S 20.94140 8.13104 -18.24469  -0.003
O 21.52634 9.43907 -18.48014  0.038
O 20.72427 7.78228 -16.87153  0.041
F 19.42404 8.52245 -18.65624  -0.001
S 22.50772 6.69522 -19.33068  -0.037
O 22.92671 5.93745 -18.17696  0.292
O 23.43004 7.70241 -19.84279  0.203
F 22.51784 5.53882 -20.44047  -0.012
N 26.37081 7.33868 -8.28772  0.000
S 25.31726 6.07497 -7.94894  0.000
O 24.33072 6.42077 -6.89451  0.000
O 25.80800 4.72808 -8.02603  0.000
F 24.33703 6.13386 -9.27194  0.000
S 27.03825 7.19733 -6.98224  0.000
O 27.90840 5.99714 -6.75890  0.000
O 26.41772 7.91041 -5.83887  0.000
F 28.15491 8.28960 -7.35452  0.000

(2)
DFT (the ωB97M-V functional and the def2-TZVPD basis) results for C21H43LaN2OP3 as an isolated structure at a distorted geometry.

Results
charge = +3
LUMO (spin up / spin down) = -0.4247 / -0.4578 hartree
HOMO-LUMO gap (spin up / spin down) = 4.0 / 2.5 eV
DFT total energy = -2065.302680 Ha
strongest force on any atom = 8.6 eV/Å
energy relative to the best compared isomer or geometry (same formula, charge and spin) = 15.3 kcal/mol

Last column: Mulliken charge in e.
CARTESIAN COORDINATES (ANGSTROEM)
La 0.17512 -0.66259 -1.99557  1.293
P 3.18053 -0.78151 -1.15050  0.537
P 0.40436 -1.96952 0.94236  0.618
P 0.45987 2.73642 3.15053  1.061
H -2.10223 0.05025 -3.61882  0.567
C -1.26841 0.63687 -3.20620  -0.368
C -0.03249 0.77196 -3.86683  -0.702
H 0.21875 0.15814 -4.75531  0.404
C 3.82413 -1.75821 -2.57468  -1.330
C 4.16033 -1.58261 0.18441  -1.298
C 4.23510 0.70110 -1.39531  -1.212
C -1.34897 -1.57037 1.33159  -1.100
C 0.26283 -3.79722 0.78224  -1.154
C 1.05888 -1.96147 2.65828  -1.237
C 0.91816 4.49213 2.88310  -1.355
C 2.02284 1.86388 3.48930  -0.920
C -0.43986 2.74183 4.72387  -1.211
H -1.56889 1.35478 -2.41637  0.096
H 0.55810 1.70104 -3.75348  0.411
H 3.63225 -1.22972 -3.52016  0.431
H 3.34127 -2.74525 -2.61208  0.383
H 4.90791 -1.86655 -2.42112  0.423
H 3.81340 -2.60939 0.35274  0.394
H 4.05449 -1.03292 1.12825  0.353
H 5.22502 -1.61001 -0.08776  0.488
H 3.91052 1.23986 -2.29463  0.386
H 5.28255 0.38810 -1.50468  0.423
H 4.14185 1.37094 -0.53139  0.388
H -1.58221 -2.01126 2.30889  0.466
H -2.02824 -1.99580 0.58147  0.316
H -1.51641 -0.48558 1.39021  0.245
H -0.41848 -4.18449 1.55208  0.408
H 1.25767 -4.24238 0.92026  0.420
H -0.10782 -4.08250 -0.20773  0.164
H 0.30964 -2.40652 3.33071  0.479
H 1.27054 -0.94008 2.99845  0.186
H 1.98080 -2.55417 2.72331  0.431
H 1.16990 5.03531 3.81293  0.422
H 0.05245 4.96523 2.38997  0.365
H 1.76999 4.49968 2.18530  0.388
H 2.87295 2.55589 3.48258  0.432
H 2.15343 1.13524 2.67517  -0.064
H 1.97850 1.32246 4.44235  0.362
H -0.33521 3.70359 5.23128  0.391
H -0.07716 1.91424 5.34275  0.406
H -1.50084 2.56679 4.49955  0.347
C -2.35970 2.60560 0.67227  0.662
C -3.63855 3.17072 0.53237  -0.553
C -3.80676 4.19804 -0.38480  -0.380
C -2.74467 4.58150 -1.22219  -0.667
C -1.50464 3.94304 -1.13023  -0.878
C -1.28187 2.97343 -0.15414  -0.297
O -2.16055 1.74421 1.73674  -0.648
H -1.28399 1.92229 2.13667  -0.220
H -4.43065 2.92691 1.25377  0.458
H -4.76447 4.70223 -0.47722  0.425
H -2.84085 5.43260 -1.89076  0.443
H -0.65407 4.22116 -1.76360  0.482
H -0.26959 2.62268 0.09977  0.830
C -3.93948 -3.90403 -1.78594  -0.855
N -2.54805 -3.70519 -2.20827  0.204
C -1.75193 -4.63760 -2.88750  -0.349
C -0.63845 -3.97814 -3.31460  -0.598
N -0.69208 -2.66514 -2.82239  -0.121
C -1.87942 -2.54281 -2.19936  -0.553
H -4.61379 -3.94710 -2.65214  0.364
H -4.05928 -4.83171 -1.21291  0.354
H -4.25419 -3.06975 -1.15204  0.342
H -2.06890 -5.65273 -3.04430  0.489
H 0.20098 -4.32366 -3.91198  0.457
H -2.29198 -1.61217 -1.79848  0.675